1.
{
  "formula": "CHCl2O4S",
  "method": "wB97M-V/def2-TZVPD",
  "symbols": ["C", "O", "O", "O", "O", "S", "Cl", "Cl", "H"],
  "positions_angstrom": [[-3.998, -0.664, -0.571], [-1.618, 0.367, 0.653], [0.634, -0.443, -0.068], [-1.151, -1.981, -0.197], [-1.382, -0.104, -1.682], [-1.033, -0.516, -0.347], [-3.541, -1.706, -1.781], [-3.696, -1.223, 0.946], [0.568, -1.170, 0.543]],
  "mulliken_spin": [1.5327, 0.0084, -0.0005, 0.0050, 0.0073, 0.0020, 0.2185, 0.2275, -0.0008],
  "spin_multiplicity": 3,
  "fmax_ev_per_a": 2.3,
  "total_energy_ev": -45120.5811,
  "charge": -1,
  "gap_ha": [0.274, 0.279],
  "homo_energy_ev": [-3.9, -5.4],
  "e_lumo_ev": [3.553, 2.222]
}

=====

2.
{
  "formula": "C5H12ClN",
  "method": "wB97M-V/def2-TZVPD",
  "symbols": ["C", "C", "C", "C", "C", "N", "Cl", "H", "H", "H", "H", "H", "H", "H", "H", "H", "H", "H", "H"],
  "positions_angstrom": [[-1.427, -0.425, -0.858], [-0.688, 0.126, 1.586], [-0.263, 1.671, -0.433], [1.538, -0.464, -0.401], [-0.444, 0.289, 0.107], [1.489, -1.834, -0.377], [2.562, 0.292, 0.833], [-1.635, 0.368, -1.736], [-2.343, -0.368, -0.300], [-1.210, -1.532, -1.029], [-1.747, -0.257, 1.829], [-0.579, 1.047, 2.060], [-0.088, -0.685, 2.088], [0.091, 1.843, -1.536], [-1.183, 2.198, -0.261], [0.486, 2.426, 0.170], [1.716, 0.022, -1.322], [2.146, -2.401, -0.982], [1.579, -2.317, 0.560]],
  "mulliken_charge": [-1.2747, -1.3087, -1.8203, -0.3264, 1.3463, -0.4180, -0.2069, 0.2793, 0.3564, 0.3092, 0.2953, 0.3962, 0.2736, 0.3374, 0.5507, 0.2895, 0.4357, 0.2273, 0.2581],
  "fmax_ev_per_a": 4.5,
  "total_energy_ev": -19389.3057,
  "gap_ha": 0.319,
  "homo_energy_ev": -7.8,
  "de_lowest_kcal_mol": 52.2,
  "e_lumo_ev": 0.856
}

=====

3.
{
  "formula": "C4H8O2",
  "method": "wB97M-V/def2-TZVPD",
  "symbols": ["C", "C", "C", "O", "C", "O", "H", "H", "H", "H", "H", "H", "H", "H"],
  "positions_angstrom": [[-1.777, -0.014, 0.466], [-0.263, -0.032, 0.476], [0.413, -1.025, -0.463], [1.691, -0.449, -0.672], [1.575, 0.933, -0.385], [0.241, 1.194, -0.046], [-2.175, -0.800, 1.115], [-2.138, 0.949, 0.836], [-2.169, -0.163, -0.545], [0.118, -0.173, 1.501], [0.539, -2.028, -0.047], [-0.145, -1.088, -1.410], [2.253, 1.171, 0.450], [1.832, 1.539, -1.262]],
  "mulliken_charge": [-1.3372, 0.4582, -0.4897, -0.3581, -0.1920, -0.4065, 0.3636, 0.3360, 0.3164, 0.2712, 0.2823, 0.2876, 0.2458, 0.2225],
  "fmax_ev_per_a": 0.4,
  "total_energy_ev": -8371.9837,
  "smiles": "C[C@H]1COCO1",
  "gap_ha": 0.400,
  "homo_energy_ev": -9.8,
  "de_lowest_kcal_mol": 29.9,
  "e_lumo_ev": 1.098
}